Entry 1:
{"formula": "C5H6O2", "method": "the ωB97M-V functional and the def2-TZVPD basis", "gap_ev": 9.24, "spin_multiplicity": 1, "mol_weight_g_mol": 98.10, "total_charge": 0, "relative_energy_ev": 4.205, "lumo_energy_ev": 0.3043, "elements": ["O", "C", "C", "O", "C", "C", "C", "H", "H", "H", "H", "H", "H"], "xyz": [[0.6142, 2.0210, -0.1038], [0.2552, 0.8860, 0.1281], [1.2561, -0.2605, -0.1012], [1.2779, -0.5966, -1.5014], [0.1996, -0.2368, -2.1366], [-1.3841, -0.4219, 1.4831], [-1.0906, 0.6081, 0.6905], [1.0358, -1.1792, 0.4440], [2.2605, 0.0808, 0.1447], [0.4276, -0.5549, -3.1737], [-0.6625, -1.1954, 1.7298], [-2.3671, -0.5293, 1.9301], [-1.8227, 1.3787, 0.4662]]}



Entry 2:
{"formula": "C27H41ClCrN3O7S", "method": "the ωB97M-V functional and the def2-TZVPD basis", "gap_ev": [7.69, 7.96], "s_squared": 3.785, "spin_multiplicity": 4, "mol_weight_g_mol": 639.15, "total_charge": 0, "relative_energy_ev": 0.000, "lumo_energy_ev": [0.0832, 0.3359], "elements": ["O", "C", "C", "C", "H", "C", "H", "C", "H", "C", "H", "C", "H", "H", "C", "C", "H", "H", "H", "C", "C", "H", "H", "H", "H", "Cr", "Cl", "C", "O", "N", "C", "C", "H", "H", "H", "H", "H", "H", "H", "H", "H", "C", "C", "N", "H", "C", "O", "H", "H", "H", "H", "H", "H", "C", "C", "N", "H", "C", "O", "H", "H", "H", "H", "C", "C", "C", "C", "C", "C", "C", "S", "O", "O", "O", "H", "H", "H", "H", "H", "H", "H"], "xyz": [[-1.0269, -0.6818, -1.9471], [-0.9311, -0.4725, -3.3165], [-0.0656, -1.5788, -3.9269], [0.7879, -2.3724, -3.1593], [0.8585, -2.1994, -2.0854], [1.5712, -3.3572, -3.7701], [2.2114, -3.9784, -3.1412], [1.5668, -3.5097, -5.1596], [2.2226, -4.2402, -5.6386], [0.7325, -2.6925, -5.9324], [0.7338, -2.7808, -7.0186], [-0.0871, -1.7509, -5.3112], [-0.7367, -1.0919, -5.8890], [-1.9160, -0.5618, -3.8290], [-1.4783, 2.0226, -3.4909], [-0.4648, 0.9382, -3.6727], [-1.2131, 2.9336, -4.0437], [-1.5177, 2.2587, -2.4107], [-2.4640, 1.7005, -3.8478], [0.8233, 1.1671, -3.9435], [1.4921, 2.4803, -4.0772], [1.4890, 0.3166, -4.0628], [1.9325, 2.5735, -5.0749], [2.3198, 2.5110, -3.3620], [0.8426, 3.3409, -3.8902], [-0.4474, 0.3919, -0.4052], [0.6211, 2.4149, -1.1460], [0.8218, 1.9845, 1.6069], [-0.2628, 1.3876, 1.4199], [1.1829, 2.6280, 2.7110], [0.1695, 2.9492, 3.6895], [2.5727, 2.9943, 2.9893], [1.6115, 2.0127, 0.8617], [-0.7751, 2.5448, 3.3232], [0.1147, 4.0407, 3.7678], [0.4164, 2.5020, 4.6600], [3.2435, 2.5453, 2.2528], [2.8768, 2.6481, 3.9827], [2.6872, 4.0814, 2.9459], [-1.4283, -5.1754, -0.4717], [-0.4557, -4.6332, 1.7184], [-1.0134, -4.2330, -0.8460], [-0.1585, -3.6387, 1.3610], [-0.9919, -3.2678, 0.2206], [-1.6350, -3.8528, -1.6572], [-1.8220, -2.2171, 0.1144], [-1.6901, -1.0749, 0.6531], [-0.2939, -2.9176, 2.1602], [-2.6652, -2.3831, -0.5622], [0.0016, -4.4159, -1.2198], [0.8926, -3.6793, 1.0446], [-5.0017, 3.0889, 0.4991], [-6.4404, 0.9261, -0.0599], [-4.5861, 2.8838, -0.4968], [-5.7986, 0.7758, -0.9314], [-4.5297, 1.4479, -0.7400], [-3.6013, 3.3457, -0.5840], [-3.3837, 0.7636, -0.6948], [-2.2942, 1.2829, -0.3827], [-5.6182, -0.2894, -1.0694], [-3.4723, -0.2979, -0.9799], [-5.2626, 3.3318, -1.2341], [-6.3221, 1.1691, -1.8067], [2.9322, 0.5091, 7.1189], [2.8168, 0.2173, 5.6536], [1.5494, 0.0283, 5.1209], [1.3622, -0.1971, 3.7564], [2.3974, -0.2031, 2.7919], [3.7048, -0.1544, 3.3827], [3.8957, 0.0969, 4.7705], [1.9207, -0.9967, 1.0933], [2.9396, -1.9263, 0.7284], [0.6325, -1.5645, 1.3980], [1.5759, -0.1303, -0.2338], [2.3764, 1.4204, 7.3851], [2.4944, -0.2955, 7.7280], [3.9740, 0.6452, 7.4182], [0.6915, 0.0474, 5.7917], [0.3366, -0.4208, 3.4625], [4.5643, -0.3073, 2.7174], [4.8905, 0.1921, 5.2234]]}



Entry 3:
{"formula": "C8H14N2OS", "method": "the ωB97M-V functional and the def2-TZVPD basis", "gap_ev": [4.82, 5.72], "s_squared": 2.013, "spin_multiplicity": 3, "mol_weight_g_mol": 186.28, "total_charge": 0, "relative_energy_ev": 2.492, "lumo_energy_ev": [0.7663, -2.8106], "elements": ["C", "C", "C", "C", "C", "C", "C", "C", "N", "N", "O", "S", "H", "H", "H", "H", "H", "H", "H", "H", "H", "H", "H", "H", "H", "H"], "xyz": [[3.2917, 0.8957, 0.1195], [3.0216, -1.3973, -0.6326], [3.6508, -0.0885, -0.9592], [1.2877, -0.3167, 0.5542], [-3.5016, 1.7093, 0.0451], [1.1008, -1.1364, 2.8416], [-2.3519, 1.5025, -0.8712], [-1.0971, 1.2518, 0.0191], [2.2595, 0.8404, 0.8408], [1.9527, -1.4759, 0.0233], [0.4932, -0.5530, 1.6684], [0.2140, 0.3631, -0.8172], [3.9205, 1.6639, 0.2929], [3.5360, -2.3375, -0.9185], [3.1526, 0.3207, -1.9766], [4.7782, 0.0127, -1.2865], [-3.8594, 0.9361, 0.6146], [-3.3525, 2.6432, 0.5851], [-4.4445, 2.0633, -0.5390], [0.3145, -1.0783, 3.5359], [2.0404, -0.5399, 3.1124], [1.4196, -2.1842, 2.6529], [-2.1608, 2.4033, -1.5239], [-2.4174, 0.5960, -1.5304], [-0.5050, 2.0884, 0.3778], [-1.5328, 0.7127, 0.8877]]}



Entry 4:
{"formula": "C29H32N4P2Pd", "method": "the ωB97M-V functional and the def2-TZVPD basis", "gap_ev": [6.56, 5.25], "s_squared": 6.041, "spin_multiplicity": 5, "mol_weight_g_mol": 604.97, "total_charge": 2, "lumo_energy_ev": [-4.7587, -8.5704], "elements": ["C", "C", "C", "C", "C", "C", "C", "C", "C", "C", "C", "C", "C", "H", "H", "H", "H", "H", "H", "H", "N", "Pd", "C", "H", "H", "C", "H", "H", "P", "P", "C", "H", "H", "H", "C", "H", "H", "H", "C", "H", "H", "H", "C", "H", "H", "H", "H", "H", "N", "C", "C", "C", "C", "C", "C", "C", "N", "C", "C", "N", "C", "H", "H", "H", "H", "H", "H", "H"], "xyz": [[-1.5065, 3.2631, -3.6892], [-1.2696, 1.9219, -3.3846], [0.0568, 1.4079, -3.5183], [1.1080, 2.2521, -4.0348], [0.8005, 3.5973, -4.3624], [-0.4742, 4.0955, -4.1641], [2.3919, 1.7060, -4.1408], [2.6068, 0.3423, -3.9143], [1.5001, -0.4462, -3.4327], [1.6416, -1.8600, -3.2875], [2.9072, -2.4315, -3.4321], [4.0087, -1.6517, -3.8393], [3.8569, -0.3028, -4.1114], [-2.5024, 3.6858, -3.5291], [1.6152, 4.2016, -4.7692], [-0.6773, 5.1454, -4.3801], [3.2204, 2.3310, -4.4858], [3.0340, -3.4975, -3.2184], [4.9855, -2.1282, -3.9404], [4.6812, 0.3061, -4.4867], [0.3467, 0.1636, -3.0376], [-0.2486, -0.2730, -0.3277], [-2.3325, 0.9999, -2.8283], [-2.2335, -0.0065, -3.2598], [-3.3478, 1.3776, -3.0191], [0.4089, -2.6458, -2.8787], [-0.4882, -2.2855, -3.4107], [0.5407, -3.7278, -3.0412], [-2.1504, 0.7942, -0.9881], [0.0889, -2.4004, -1.0877], [1.5103, -3.2151, -0.3043], [1.4189, -3.1507, 0.7833], [1.5557, -4.2701, -0.6074], [2.4302, -2.6924, -0.5915], [-1.3799, -3.4328, -0.8422], [-1.1512, -4.4728, -1.1129], [-1.6928, -3.3789, 0.2046], [-2.1913, -3.0428, -1.4709], [-2.3648, 2.4928, -0.3783], [-3.3036, 2.9207, -0.7527], [-2.3889, 2.4699, 0.7168], [-1.5353, 3.1283, -0.7069], [-3.6810, -0.0577, -0.5275], [-3.7270, -0.1252, 0.5656], [-4.5449, 0.5095, -0.8983], [-3.6789, -1.0620, -0.9677], [1.1905, 0.9578, -1.2806], [1.0437, 1.1156, -0.5143], [0.0163, 1.5816, 10.4831], [-0.0437, 1.1958, 9.3792], [-0.1228, 0.6924, 8.0322], [-1.0869, 1.1945, 7.1448], [-1.1214, 0.7346, 5.8216], [-0.2673, -0.2998, 5.4138], [0.6649, -0.8342, 6.3167], [0.7737, -0.2979, 7.6057], [-0.3759, -0.8313, 4.1003], [-0.1707, -2.1615, 3.7291], [-0.3220, -2.2249, 2.3725], [-0.5353, -0.9411, 1.8764], [-0.6479, -0.1432, 2.9348], [-1.7936, 1.9589, 7.4832], [-1.8391, 1.1493, 5.1134], [1.3405, -1.6332, 6.0070], [1.5588, -0.6413, 8.2842], [0.0434, -2.9495, 4.4262], [-0.2572, -3.0867, 1.7322], [-0.8417, 0.9213, 2.9204]]}



Entry 5:
{"formula": "C42H45AsGeN2O3S4SbSeW", "method": "the ωB97M-V functional and the def2-TZVPD basis", "gap_ev": 5.38, "spin_multiplicity": 1, "mol_weight_g_mol": 1286.19, "total_charge": -1, "relative_energy_ev": 0.416, "lumo_energy_ev": 1.1142, "elements": ["W", "C", "O", "C", "C", "C", "C", "C", "C", "N", "N", "C", "C", "O", "C", "C", "C", "C", "C", "C", "C", "C", "H", "H", "H", "H", "H", "H", "H", "H", "H", "H", "H", "H", "H", "S", "As", "S", "S", "S", "C", "C", "O", "H", "H", "H", "C", "C", "C", "C", "C", "C", "Sb", "C", "C", "C", "C", "C", "C", "C", "C", "C", "C", "C", "C", "H", "H", "H", "H", "H", "H", "H", "H", "H", "H", "H", "H", "H", "H", "H", "C", "Ge", "C", "C", "C", "Se", "C", "H", "H", "H", "H", "H", "H", "H", "H", "H", "H", "H", "H", "H", "H"], "xyz": [[0.1133, 0.2745, -0.6230], [-0.5206, 1.4366, 2.2829], [0.2653, 2.2669, -0.1864], [0.0278, 3.2006, -1.0924], [0.0518, 4.5625, -0.7803], [-0.1730, 5.4939, -1.7792], [-0.4212, 5.0947, -3.0910], [-0.4448, 3.7462, -3.4077], [-0.2154, 2.8115, -2.4078], [-0.1780, 1.4099, -2.5789], [-0.3649, 1.0160, -3.7674], [-0.5427, -0.2818, -4.0912], [-0.9374, -1.2612, -3.1445], [-0.9892, -1.0516, -1.8890], [-1.4151, -2.5280, -3.6327], [-1.3916, -2.8175, -4.9493], [-0.9349, -1.8736, -5.9288], [-0.8950, -2.2017, -7.2937], [-0.4634, -1.2880, -8.2240], [-0.0569, -0.0163, -7.8012], [-0.0798, 0.3225, -6.4690], [-0.5277, -0.5959, -5.5026], [-1.4158, 1.7728, 1.7598], [0.2185, 2.2328, 2.2015], [-0.7661, 1.3098, 3.3429], [0.2493, 4.8604, 0.2414], [-0.1566, 6.5488, -1.5341], [-0.5992, 5.8341, -3.8602], [-0.6378, 3.4060, -4.4156], [-1.7562, -3.2345, -2.8876], [-1.7186, -3.7916, -5.2963], [-1.2080, -3.1929, -7.6007], [-0.4311, -1.5482, -9.2739], [0.2921, 0.7046, -8.5302], [0.2531, 1.2985, -6.1445], [3.7275, -4.2113, 1.8312], [4.7622, -2.5618, 1.0678], [1.4019, -1.6995, -0.2169], [1.7919, -1.0099, -2.0849], [4.9638, -1.0318, 2.4890], [1.2195, -0.3431, 2.5979], [0.0717, 0.1416, 1.6945], [-1.5923, 0.3941, -0.1934], [1.5408, 0.4751, 3.2477], [2.0958, -0.6876, 2.0487], [0.9481, -1.1731, 3.2577], [-0.6178, -5.6361, 3.6602], [-1.9005, -5.1010, 3.6706], [-2.1278, -3.8483, 3.1277], [-1.0817, -3.1191, 2.5518], [0.1967, -3.6623, 2.5485], [0.4262, -4.9172, 3.1055], [-1.6183, -1.2169, 1.7293], [-3.0371, -1.9445, 0.3247], [-3.0716, -3.3066, 0.0604], [-4.0118, -3.8224, -0.8253], [-4.9267, -2.9804, -1.4352], [-4.8937, -1.6160, -1.1697], [-3.9474, -1.0967, -0.3018], [-2.8712, -0.6802, 3.3582], [-2.2592, -0.5221, 4.5998], [-3.0180, -0.2282, 5.7210], [-4.3959, -0.0892, 5.6086], [-5.0087, -0.2422, 4.3751], [-4.2471, -0.5360, 3.2494], [-0.4341, -6.6119, 4.0925], [-2.7221, -5.6569, 4.1053], [-3.1329, -3.4423, 3.1462], [1.0491, -3.1389, 2.1309], [1.4362, -5.3042, 3.1024], [-2.3598, -3.9739, 0.5292], [-4.0202, -4.8843, -1.0374], [-5.6582, -3.3809, -2.1258], [-5.5964, -0.9512, -1.6562], [-3.8892, -0.0283, -0.1453], [-1.1858, -0.6418, 4.6987], [-2.5351, -0.1134, 6.6830], [-4.9899, 0.1377, 6.4848], [-6.0825, -0.1366, 4.2844], [-4.7379, -0.6646, 2.2919], [4.8804, 4.9828, 1.7665], [4.8050, 3.0140, 1.7756], [6.2145, 2.3008, 0.6318], [4.9624, 2.4190, 3.6273], [3.0058, 2.5619, 1.0986], [2.9321, 1.0973, -0.1797], [3.2646, 2.2382, -1.7148], [5.8242, 5.3383, 2.1831], [4.0683, 5.3972, 2.3660], [4.7866, 5.3711, 0.7510], [7.1826, 2.3954, 1.1247], [6.2559, 2.8358, -0.3180], [6.0324, 1.2412, 0.4514], [5.9615, 2.6339, 4.0090], [4.7889, 1.3467, 3.7054], [4.2354, 2.9467, 4.2474], [2.5543, 3.4242, 0.6042], [2.3576, 2.2954, 1.9325], [4.2538, 2.6810, -1.6083], [2.5089, 3.0181, -1.7833], [3.2342, 1.6042, -2.5982]]}



Entry 6:
{"formula": "C23H40F3N5O3S", "method": "the ωB97M-V functional and the def2-TZVPD basis", "gap_ev": 8.76, "spin_multiplicity": 1, "mol_weight_g_mol": 523.67, "total_charge": 0, "lumo_energy_ev": 0.5432, "elements": ["O", "S", "O", "O", "C", "C", "C", "F", "F", "F", "H", "H", "H", "H", "H", "C", "C", "C", "C", "N", "H", "H", "H", "H", "H", "H", "H", "C", "C", "C", "C", "N", "H", "H", "H", "H", "H", "H", "H", "C", "C", "C", "C", "N", "H", "H", "H", "H", "H", "H", "H", "C", "C", "C", "C", "N", "H", "H", "H", "H", "H", "H", "H", "C", "C", "C", "C", "N", "H", "H", "H", "H", "H", "H", "H"], "xyz": [[-0.8128, 0.1078, 4.2514], [-0.1486, -1.1767, 3.9488], [0.1271, -1.8657, 5.4921], [-1.2214, -2.2666, 3.1968], [-2.6005, -1.8809, 3.2350], [-3.3296, -2.2944, 4.5992], [-4.4978, -1.2964, 4.9648], [-5.1051, -0.7439, 3.8675], [-5.4776, -2.0095, 5.6288], [-3.9586, -0.3257, 5.7803], [1.0971, -1.9335, 5.5669], [-3.1160, -2.4995, 2.4404], [-2.8083, -0.8171, 2.9646], [-2.6172, -2.4317, 5.4476], [-3.7942, -3.3059, 4.4137], [4.0047, 2.8251, 3.6344], [4.3452, 1.7190, 4.6233], [3.9925, 0.3251, 4.0981], [2.5520, 0.1437, 3.9303], [1.4144, 0.0013, 3.7887], [2.9290, 2.8776, 3.4488], [4.3208, 3.7932, 4.0268], [4.5126, 2.6641, 2.6804], [3.8321, 1.9093, 5.5699], [5.4178, 1.7517, 4.8316], [4.3623, -0.4257, 4.8025], [4.5006, 0.1428, 3.1469], [2.5651, 3.0414, -2.0030], [2.0134, 1.7741, -1.3630], [2.5032, 1.5626, 0.0713], [3.9458, 1.3188, 0.1379], [5.0781, 1.1314, 0.1926], [3.6525, 2.9992, -2.1034], [2.1445, 3.1699, -3.0010], [2.3083, 3.9235, -1.4112], [2.2776, 0.9130, -1.9827], [0.9226, 1.8363, -1.3530], [1.9817, 0.7031, 0.5016], [2.2453, 2.4285, 0.6868], [-0.5851, -6.2126, 0.6159], [0.4257, -6.7926, 1.5984], [0.4269, -6.0767, 2.9507], [0.8826, -4.6904, 2.8444], [1.2321, -3.6005, 2.7618], [-0.3475, -5.1771, 0.3627], [-0.5827, -6.7895, -0.3107], [-1.5958, -6.2422, 1.0298], [1.4233, -6.7577, 1.1527], [0.1871, -7.8468, 1.7630], [1.0886, -6.6126, 3.6361], [-0.5734, -6.1049, 3.3906], [1.3876, 4.7440, -6.8578], [1.7919, 3.2777, -6.9558], [0.6427, 2.3153, -6.6467], [0.2025, 2.4055, -5.2540], [-0.1450, 2.4776, -4.1618], [1.0917, 5.0102, -5.8405], [2.2256, 5.3848, -7.1375], [0.5538, 4.9666, -7.5278], [2.6326, 3.0894, -6.2825], [2.1467, 3.0807, -7.9707], [0.9724, 1.2923, -6.8450], [-0.1999, 2.5103, -7.3145], [-5.8924, 1.6330, -4.1379], [-4.8642, 1.2592, -3.0766], [-3.4287, 1.2506, -3.6071], [-3.2107, 0.2035, -4.6067], [-3.0397, -0.6150, -5.3942], [-5.9179, 0.8985, -4.9459], [-6.8901, 1.6754, -3.6970], [-5.6719, 2.6122, -4.5699], [-5.1172, 0.2815, -2.6578], [-4.9284, 1.9822, -2.2591], [-2.7435, 1.0873, -2.7718], [-3.1801, 2.2257, -4.0325]]}